Entry 1:
Entry from OMol25: a cluster of 3 separate species, C5H12O in total (ωB97M-V/def2-TZVPD).

Calculated values
- relative energy (zero: lowest compared OMol25 entry of this formula, charge and spin) (kJ/mol) = 244.63
- HOMO-LUMO gap (eV) = 10.3282
- LUMO (Eh) = 0.0316
- energy (eV) = -7424.7759
- net charge = 0
- maximum force (eV Å⁻¹) = 0.54
- SMILES = C=C(C)C.[H][H].C=O

XYZ file:
```
18
Properties=species:S:1:pos:R:3:forces:R:3
C -0.03850 -1.73985 -0.49335 -0.002 -0.049 0.030
C 0.44904 -0.34070 -0.76710 0.212 0.042 0.048
C -0.06549 0.30760 -2.02426 -0.018 0.042 -0.021
C 1.34261 0.25812 0.02004 -0.012 -0.098 -0.139
C -0.02257 0.96817 2.44651 -0.171 0.317 0.048
O -0.60900 2.00880 2.28913 0.311 -0.401 0.182
H 0.18093 -2.05358 0.53267 0.014 0.049 -0.173
H 0.44474 -2.45134 -1.17413 -0.089 0.075 0.050
H -1.11999 -1.82640 -0.65569 0.162 0.059 0.030
H -2.02350 0.48201 0.34511 -0.103 0.035 0.019
H 0.37894 -0.18444 -2.89890 -0.091 0.050 0.088
H 0.18985 1.37027 -2.06525 -0.014 -0.165 0.016
H -1.15335 0.20709 -2.11828 0.157 0.010 0.065
H 1.76848 -0.25425 0.88076 -0.081 0.053 -0.123
H 1.70190 1.26472 -0.17935 -0.049 -0.146 -0.016
H 0.99459 0.93076 2.88137 -0.101 0.057 -0.004
H -0.46426 -0.00914 2.17131 -0.017 0.157 0.047
H -1.95443 1.06216 0.80941 -0.107 -0.088 -0.147
```
Positions in Å, forces in eV/Å.

---

Entry 2:
Entry from OMol25: a cluster of 2 separate species, C4H12O in total at a distorted geometry (ωB97M-V/def2-TZVPD).

Calculated values
- relative energy (zero: lowest compared OMol25 entry of this formula, charge and spin) (kJ/mol) = 54.65
- HOMO-LUMO gap (eV) = 12.1513
- LUMO (Eh) = 0.0383
- energy (eV) = -6389.5546
- net charge = 0
- maximum force (eV Å⁻¹) = 2.48
- SMILES = CCCC.O

XYZ file:
```
17
Properties=species:S:1:pos:R:3:forces:R:3
C -0.28220 1.38555 -1.09754 -1.144 2.048 -0.799
C -0.80903 0.33486 -0.14840 0.577 0.312 -1.175
C 0.27719 0.01319 0.88484 -2.074 -0.363 0.372
C -0.32600 -1.07742 1.81975 -0.286 0.668 -0.760
H 0.55460 1.15066 -1.73641 0.396 -0.340 -0.039
H -0.00826 2.33192 -0.55490 -0.196 -0.889 -0.319
H -1.10558 1.68395 -1.79191 0.614 -0.109 0.331
H -1.14156 -0.56169 -0.70978 0.339 0.194 0.255
H -1.75513 0.78266 0.19107 0.413 -0.421 0.868
H 0.51593 0.96916 1.33788 0.094 -0.017 0.653
H 1.19245 -0.32341 0.42212 0.052 -0.211 -0.232
H -0.75362 -0.61140 2.70397 0.160 -0.078 0.263
H 0.47262 -1.77605 2.08834 -0.680 -0.287 0.078
H -1.22873 -1.50234 1.26667 1.527 -0.157 0.836
H 2.20625 -0.83071 -1.35337 0.114 -0.204 -0.185
H 0.72278 -0.70459 -1.52453 0.231 -0.490 -0.308
O 1.46831 -1.26435 -1.79782 -0.137 0.342 0.161
```
Positions in Å, forces in eV/Å.

---

Entry 3:
Entry from OMol25: a structure of composition C28H51F6GaN7O5S2Sb (ωB97M-V/def2-TZVPD).

Calculated values
- relative energy (zero: lowest compared OMol25 entry of this formula, charge and spin) (kJ/mol) = 0.00
- HOMO-LUMO gap (eV) = 8.3428
- LUMO (Eh) = -0.1844
- energy (eV) = -147407.2170
- net charge = +2
- maximum force (eV Å⁻¹) = 0.43

XYZ file:
```
101
Properties=species:S:1:pos:R:3:forces:R:3
Ga -0.24936 -0.19099 0.34984 -0.017 -0.109 0.418
N -2.07946 -1.45572 4.67264 0.007 0.007 0.020
C -1.97103 -1.68616 3.17706 0.004 0.002 0.032
C -1.47657 -3.08413 2.85536 -0.008 0.030 -0.002
C -1.33288 -3.24375 1.33757 -0.011 0.029 0.003
N -0.22574 -2.39690 0.80075 0.085 0.060 -0.040
C -2.63060 -2.89447 0.61788 -0.037 -0.006 0.000
C -3.18160 -1.52427 0.99807 -0.004 -0.018 -0.049
N -2.35678 -0.44381 0.38700 -0.010 0.096 -0.024
C -3.29711 -1.36993 2.51371 0.027 0.007 0.015
H -1.28322 -1.85926 5.17083 0.012 0.010 -0.009
H -2.93567 -1.85305 5.06715 0.011 -0.008 -0.006
H -2.05959 -0.44384 4.85803 -0.030 -0.023 -0.013
H -1.22764 -0.96053 2.87202 0.062 0.033 -0.017
H -2.18614 -3.83854 3.20840 0.000 -0.005 -0.011
H -0.51810 -3.28452 3.34560 0.006 0.019 0.000
H -1.09002 -4.28995 1.13905 -0.007 0.002 0.003
H -0.08973 -2.67367 -0.17128 0.001 -0.047 -0.025
H 0.65017 -2.62535 1.27010 -0.023 0.008 0.039
H -3.37969 -3.64836 0.86937 0.005 -0.006 0.001
H -2.49328 -2.94803 -0.46479 0.004 0.015 0.012
H -4.18630 -1.43236 0.57835 0.009 -0.017 -0.021
H -2.74613 0.45362 0.67057 0.013 -0.047 0.041
H -2.58755 -0.49414 -0.62244 0.005 -0.008 0.013
H -4.06964 -2.06203 2.86586 0.002 0.001 0.000
H -3.62347 -0.35634 2.76395 0.009 0.007 -0.001
N -0.62258 1.42519 -0.83794 -0.043 0.041 -0.105
C -0.77233 2.29317 -1.59646 -0.033 0.006 0.060
N -0.95742 3.27400 -2.40653 0.102 0.035 -0.018
C -1.46763 4.57868 -1.93136 -0.032 -0.034 -0.003
C -0.42572 5.64077 -2.24095 -0.001 0.015 0.005
O -0.09293 5.62547 -3.61151 -0.002 -0.007 0.005
C 0.48928 4.39828 -3.99847 0.026 0.001 -0.025
C -0.49144 3.25539 -3.81339 -0.070 0.003 0.049
H -1.67673 4.51384 -0.86468 0.007 0.010 -0.001
H -2.39572 4.78023 -2.46853 0.001 0.010 0.001
H 0.47168 5.47473 -1.62927 -0.004 -0.003 0.000
H -0.82306 6.62894 -2.01663 0.000 -0.001 -0.006
H 1.40216 4.21270 -3.41443 -0.007 -0.005 0.001
H 0.75924 4.48854 -5.04908 -0.004 0.007 0.002
H -0.05447 2.28546 -4.03120 -0.002 -0.023 -0.023
H -1.36907 3.39259 -4.44519 0.007 -0.002 -0.015
F -2.12376 -3.48591 -3.24244 -0.018 -0.049 0.045
C -1.60858 -2.50116 -3.97415 0.026 0.086 -0.038
F -2.31359 -2.32491 -5.06623 -0.025 -0.052 0.011
F -0.35261 -2.81344 -4.29343 -0.022 0.038 -0.023
S -1.58237 -0.94586 -2.96960 0.135 0.018 0.011
O -0.68520 -1.28417 -1.85230 -0.044 -0.103 -0.183
O -1.13051 0.08539 -3.85307 0.006 0.021 0.026
N -2.98129 -0.79459 -2.30551 -0.118 0.039 -0.133
S -4.37277 -0.29359 -2.95490 0.075 -0.011 -0.003
O -5.38679 -0.66021 -2.02281 -0.016 -0.008 0.031
O -4.46615 -0.55139 -4.34873 -0.025 0.003 0.001
C -4.24908 1.54249 -2.77522 -0.020 0.026 -0.002
F -3.39912 2.06076 -3.65806 -0.010 -0.024 0.017
F -5.43864 2.08597 -2.93611 0.027 -0.008 -0.013
F -3.79672 1.85355 -1.53885 -0.007 -0.009 0.006
C 3.50093 1.57701 3.09686 0.033 0.052 -0.041
N 3.20853 0.25778 3.62585 -0.033 0.000 0.106
C 4.38417 -0.59158 3.67013 0.076 -0.037 -0.026
C 2.08400 -0.37244 2.97285 -0.038 -0.058 -0.080
C 0.81336 0.42929 3.17719 0.050 -0.103 0.054
C 0.55884 0.88171 4.47616 0.000 0.033 0.012
C -0.55031 1.66427 4.76192 0.011 -0.020 -0.059
C -1.40039 2.03793 3.72341 0.016 -0.016 0.043
C -1.14736 1.57402 2.44093 -0.034 0.026 -0.028
C -0.06797 0.72978 2.13258 -0.128 -0.004 0.010
H 4.35733 1.99484 3.62265 -0.003 0.003 0.012
H 2.65469 2.24762 3.24561 0.003 -0.005 -0.013
H 3.73947 1.56517 2.02026 0.013 -0.014 -0.015
H 5.15248 -0.11371 4.27567 -0.001 -0.003 0.007
H 4.81529 -0.79238 2.67686 -0.021 0.020 0.065
H 4.13592 -1.54707 4.13435 -0.003 -0.002 -0.002
H 1.97834 -1.37448 3.41001 -0.031 0.003 -0.006
H 2.24831 -0.51812 1.88795 -0.019 0.039 0.099
H 1.27991 0.65050 5.25207 -0.009 -0.012 -0.007
H -0.72012 2.02544 5.76876 0.001 0.005 0.005
H -2.23774 2.69826 3.91004 -0.002 0.022 0.003
H -1.82401 1.89934 1.65514 0.046 0.022 0.015
C 4.23552 -2.29125 0.42850 -0.015 -0.004 0.001
C 4.04812 -0.87847 -0.11446 0.067 0.067 -0.058
Sb 2.12573 -0.59327 -0.99677 -0.142 -0.009 -0.128
C 2.25527 -2.14639 -2.45809 0.068 -0.004 -0.027
C 1.64042 -3.49188 -2.09336 -0.025 -0.037 0.035
C 2.35431 1.14669 -2.20552 0.053 0.008 -0.054
C 3.68376 1.20710 -2.95055 0.013 -0.015 -0.004
H 5.24695 -2.42180 0.81442 -0.003 0.007 0.011
H 4.09161 -3.04298 -0.34762 -0.003 -0.009 -0.012
H 3.54772 -2.51260 1.24866 -0.010 -0.002 0.002
H 4.74801 -0.68572 -0.92983 0.019 -0.002 0.018
H 4.22122 -0.11956 0.64688 -0.020 -0.006 -0.020
H 3.32734 -2.24884 -2.64022 -0.011 -0.017 -0.034
H 1.80826 -1.74671 -3.36773 -0.036 0.024 0.006
H 2.07828 -3.91875 -1.18921 0.012 0.005 0.025
H 1.80088 -4.20995 -2.89803 0.042 0.001 0.004
H 0.56001 -3.41808 -1.96571 0.026 0.001 0.013
H 2.21175 2.01182 -1.55558 0.012 0.005 -0.003
H 1.50956 1.11013 -2.89757 0.015 -0.030 0.013
H 4.52769 1.29354 -2.26623 -0.003 0.004 -0.001
H 3.71292 2.07481 -3.61057 -0.004 0.007 0.001
H 3.84206 0.32454 -3.57225 -0.007 0.000 0.001
```
Positions in Å, forces in eV/Å.